49
Properties=species:S:1:pos:R:3:forces:R:3:nbo_charge:R:1 method="wB97M-V/def2-TZVPD" orbital_gap_ev=7.32 e_tot_ha=-6815.801687 spin_multiplicity=1 mol_weight_g_mol=547.026 charge=+1
C -1.9604 0.8945 -0.7981 -0.7 0.8 0.8 -0.7301
C -0.6689 1.5660 -0.5290 0.5 0.8 -0.7 0.5614
C -0.0333 2.3368 -1.6679 0.1 -1.5 -0.3 -0.7337
N -0.0520 1.4854 0.6500 -1.3 -2.2 -0.2 -0.4350
N 1.0772 0.6474 0.5325 0.7 1.5 -0.3 -0.1197
C 2.3289 1.1086 0.4479 0.8 1.0 0.1 0.1134
C 3.4163 0.2891 0.3046 0.3 -0.9 0.2 -0.1172
C 4.7908 0.8070 0.1697 0.7 0.8 -0.8 -0.1719
Br 5.0986 1.8564 -1.4184 -0.5 -0.3 0.4 0.1027
C 5.7856 0.5956 1.0302 -0.2 -0.4 0.3 -0.0213
C 5.6004 -0.2079 2.3026 0.9 0.5 -0.1 -0.6663
Br 7.5426 1.2701 0.7350 -0.7 -0.2 0.2 0.1427
C 3.1675 -1.0866 0.2517 0.7 -0.6 0.0 0.4319
O 4.1694 -1.9920 0.0806 -1.0 0.3 -0.9 -0.6674
B 4.3079 -2.3052 -1.3043 0.1 -0.6 -0.8 1.2848
O 4.6630 -3.5601 -1.6787 0.9 0.7 0.8 -0.8645
O 4.0648 -1.3641 -2.3010 -0.3 0.2 1.0 -0.9334
C 1.8617 -1.5614 0.3637 1.1 0.0 0.6 -0.4191
S 1.3862 -3.2719 0.3258 -2.6 -0.5 -0.6 2.4354
O 0.1352 -3.3505 0.9840 0.1 0.3 1.1 -0.8965
O 1.3479 -3.7012 -1.0216 1.7 0.0 -0.5 -0.8734
F 2.4007 -4.0675 1.1710 0.3 0.6 -0.4 -0.4248
C 0.8454 -0.6645 0.5070 -1.1 -0.5 0.1 0.1080
H -2.5790 1.3909 -1.5492 0.1 -0.1 0.2 0.2558
H -1.6981 -0.0990 -1.2133 0.3 0.3 0.1 0.2737
H -2.5290 0.6955 0.1174 0.0 0.1 -0.2 0.2979
H 0.0339 3.3926 -1.3913 0.1 -0.2 0.0 0.2786
H 0.9659 1.9134 -1.8636 0.0 0.5 0.1 0.2408
H -0.5968 2.2031 -2.5956 0.0 0.2 0.2 0.2439
H 2.5277 2.1769 0.4726 -0.6 -0.1 0.0 0.2659
H 6.5580 -0.6928 2.5197 -0.3 -0.1 0.0 0.2551
H 4.8238 -0.9684 2.2315 0.0 0.2 0.0 0.2231
H 5.4189 0.4880 3.1310 -0.1 -0.2 -0.1 0.2473
H 5.2354 -3.4365 -2.4509 -0.4 -0.6 -0.3 0.5126
H 3.1355 -1.3456 -2.5568 0.1 0.0 -0.3 0.5087
H -0.1850 -1.0000 0.5713 0.1 0.2 0.2 0.2834
C -7.0683 0.0042 0.6938 0.0 0.0 0.2 -0.4308
C -7.1015 1.4724 0.2905 0.0 0.0 -0.2 -0.4308
C -5.6578 1.8918 0.5146 0.1 0.1 0.2 -0.0679
O -4.8494 0.7285 0.2744 -0.2 0.0 0.0 -0.5689
C -5.6998 -0.4273 0.1935 0.0 -0.1 -0.2 -0.0685
H -7.8788 -0.5862 0.2704 0.0 0.0 0.0 0.2278
H -7.1144 -0.0833 1.7817 0.0 0.0 0.0 0.2074
H -7.3578 1.5609 -0.7679 0.0 0.0 0.0 0.2051
H -7.8092 2.0697 0.8625 0.0 0.0 0.0 0.2283
H -5.4922 2.2118 1.5480 0.0 0.1 0.0 0.1716
H -5.3449 2.6970 -0.1522 0.1 -0.1 0.0 0.1806
H -5.7420 -0.7443 -0.8538 0.0 -0.1 0.0 0.1665
H -5.2709 -1.2374 0.7844 0.1 0.1 0.0 0.1868

***

9
Properties=species:S:1:pos:R:3:forces:R:3:nbo_charge:R:1 method="wB97M-V/def2-TZVPD" orbital_gap_ev="7.20 / 7.53" e_tot_ha=-832.557648 relative_energy_ev=3.461 spin_multiplicity=1 mol_weight_g_mol=106.005 charge=0
C 1.0102 -0.6927 -0.3001 -0.4 2.3 0.6 -0.3432
N 0.9647 -1.9207 -0.3742 -1.6 -2.9 -1.5 -0.5496
N -1.1495 0.9105 -0.1103 -1.1 1.1 -0.1 -1.1835
P 1.7937 0.4722 0.8090 -1.1 1.0 1.9 0.2790
P 0.3569 0.9399 -0.8252 1.1 0.2 -0.8 0.6786
H 0.2458 -2.2354 -1.1072 1.3 0.4 1.0 0.3300
H -1.7542 1.7801 -0.2256 0.8 -2.4 0.2 0.4264
H -1.4708 -0.0534 -0.0605 -1.0 0.8 0.3 0.4113
H 0.0031 0.7996 2.1940 2.0 -0.7 -1.5 -0.0488